--- 1 ---
{"formula": "C4H9NO2", "method": "the ωB97M-V functional and the def2-TZVPD basis", "symbols": ["C", "C", "C", "C", "N", "O", "O", "H", "H", "H", "H", "H", "H", "H", "H", "H"], "coordinates": [[-1.861, 0.994, -0.569], [1.170, -0.962, 1.191], [1.234, -0.004, -1.117], [-1.308, -0.206, 0.136], [0.705, 0.035, 0.290], [-1.268, 2.139, -0.245], [-2.923, 0.996, -1.134], [2.167, -0.738, 1.388], [0.784, -0.814, 2.210], [0.999, -2.036, 0.893], [2.243, 0.102, -1.219], [0.954, -0.973, -1.604], [0.709, 0.877, -1.512], [-1.395, -1.226, -0.179], [-1.714, -0.205, 1.187], [-0.497, 2.022, 0.282]], "mol_weight_g_mol": 103.1, "orbital_gap_ev": [9.818, 9.818], "e_homo_ev": [-9.2, -9.2]}

--- 2 ---
{"formula": "C4H9NO2", "method": "the ωB97M-V functional and the def2-TZVPD basis", "symbols": ["C", "C", "C", "C", "N", "O", "O", "H", "H", "H", "H", "H", "H", "H", "H", "H"], "coordinates": [[-0.482, -0.065, 1.381], [-0.411, 0.005, -0.163], [0.041, 1.334, -0.853], [0.211, -1.324, -0.612], [-1.838, -0.080, -0.675], [-2.835, 0.691, -0.022], [-2.810, -0.700, 0.084], [-0.745, 0.821, 1.769], [-1.171, -0.757, 1.760], [0.366, -0.288, 1.925], [-0.503, 2.244, -0.533], [1.123, 1.487, -0.410], [0.153, 1.114, -1.834], [-0.444, -1.547, -1.523], [1.208, -1.108, -0.736], [-0.009, -2.176, 0.101]], "mol_weight_g_mol": 103.1, "orbital_gap_ev": 10.904, "smiles": "CC(C)(C)n1oo1", "e_homo_ev": -10.0}

--- 3 ---
{"formula": "C4H9NO2", "method": "the ωB97M-V functional and the def2-TZVPD basis", "symbols": ["C", "C", "C", "O", "N", "C", "O", "H", "H", "H", "H", "H", "H", "H", "H", "H"], "coordinates": [[0.193, -0.443, 1.450], [0.428, 0.462, 0.244], [0.533, 1.923, 0.661], [-0.670, 0.335, -0.675], [-0.326, -0.642, -1.634], [-1.039, -1.800, -1.623], [-0.952, -2.658, -2.494], [-0.352, -1.352, 1.182], [-0.391, 0.065, 2.225], [1.151, -0.735, 1.894], [1.366, 0.177, -0.251], [1.275, 2.058, 1.454], [-0.432, 2.307, 1.008], [0.826, 2.540, -0.195], [0.073, -0.324, -2.509], [-1.684, -1.915, -0.737]], "mol_weight_g_mol": 103.1, "orbital_gap_ev": 10.983, "smiles": "CC(C)ONC=O", "e_homo_ev": -10.0}

Name the most stable of them. 3.

--- 1 ---
{"formula": "C4H9NO2", "method": "the ωB97M-V functional and the def2-TZVPD basis", "symbols": ["N", "C", "O", "C", "C", "C", "O", "H", "H", "H", "H", "H", "H", "H", "H", "H"], "coordinates": [[1.582, 0.758, 2.882], [0.963, 0.508, 1.728], [-0.161, -0.167, 2.009], [-1.901, 0.253, -0.606], [-1.026, -0.639, -1.070], [0.279, -0.271, -1.715], [0.334, -0.932, -2.969], [1.235, 0.482, 3.797], [2.440, 1.274, 2.837], [-2.835, -0.041, -0.136], [-1.730, 1.323, -0.689], [-0.598, -0.290, 1.151], [-1.234, -1.707, -0.994], [0.339, 0.822, -1.822], [1.101, -0.574, -1.048], [1.209, -0.799, -3.353]], "mol_weight_g_mol": 103.1, "orbital_gap_ev": 9.712, "e_homo_ev": -8.7}

--- 2 ---
{"formula": "C4H9NO2", "method": "the ωB97M-V functional and the def2-TZVPD basis", "symbols": ["C", "C", "C", "C", "O", "O", "N", "H", "H", "H", "H", "H", "H", "H", "H", "H"], "coordinates": [[-0.230, 1.334, 0.369], [-1.319, 0.448, -0.146], [-1.163, -0.038, -1.466], [2.588, 0.154, 0.041], [2.628, 0.928, 1.012], [1.835, -0.848, -0.098], [-2.382, 0.207, 0.560], [0.440, 1.630, -0.420], [-0.654, 2.262, 0.726], [0.302, 0.807, 1.164], [3.304, 0.376, -0.772], [-1.938, -0.665, -1.904], [-0.277, 0.166, -2.056], [-0.068, -2.847, 1.651], [-3.017, -0.438, 0.084], [-0.049, -3.477, 1.257]], "mol_weight_g_mol": 103.1, "orbital_gap_ev": 3.919, "e_homo_ev": -8.7}

--- 3 ---
{"formula": "C4H9NO2", "method": "the ωB97M-V functional and the def2-TZVPD basis", "symbols": ["C", "C", "O", "C", "N", "C", "O", "H", "H", "H", "H", "H", "H", "H", "H", "H"], "coordinates": [[-2.159, -0.660, -0.041], [-0.780, -0.311, -0.563], [-0.840, 1.009, -1.060], [0.275, -0.408, 0.542], [1.586, 0.014, 0.084], [2.219, 1.145, 0.509], [3.347, 1.462, 0.204], [-2.186, -1.684, 0.343], [-2.899, -0.565, -0.840], [-2.435, 0.027, 0.765], [-0.509, -1.015, -1.369], [0.060, 1.254, -1.319], [-0.024, 0.261, 1.360], [0.325, -1.427, 0.946], [2.151, -0.620, -0.465], [1.568, 1.757, 1.164]], "mol_weight_g_mol": 103.1, "orbital_gap_ev": 10.826, "smiles": "C[C@@H](O)CNC=O", "e_homo_ev": -10.0}

Name the most stable of them. 3.

--- 1 ---
{"formula": "C3H4NiO3", "method": "the ωB97M-V functional and the def2-TZVPD basis", "symbols": ["C", "C", "O", "H", "H", "H", "H", "O", "C", "O", "Ni"], "coordinates": [[1.124, 0.868, 0.628], [1.769, -0.300, 0.874], [0.790, 1.274, -0.675], [1.047, 1.676, 1.356], [1.715, -1.316, 0.484], [2.841, -0.204, 1.056], [0.972, 2.216, -0.802], [-0.854, -1.635, 1.666], [-1.290, -1.036, 0.761], [-1.428, -0.730, -0.373], [-0.552, 0.375, -1.645]], "spin_multiplicity": 3, "mol_weight_g_mol": 146.8, "total_charge": 2, "orbital_gap_ev": [8.730, 5.689], "e_homo_ev": [-20.2, -18.7]}

--- 2 ---
{"formula": "C3H4NiO3", "method": "the ωB97M-V functional and the def2-TZVPD basis", "symbols": ["C", "C", "O", "C", "O", "O", "H", "H", "H", "Ni", "H"], "coordinates": [[-2.610, 0.931, -0.395], [-2.270, -0.103, 0.366], [-1.159, -0.910, 0.058], [0.058, -0.530, 0.240], [0.347, 0.717, 0.596], [1.029, -1.241, -0.016], [-2.182, 1.071, -1.390], [-2.772, -0.451, 1.267], [-3.467, 1.531, -0.093], [2.371, 0.179, 0.416], [-0.429, 1.350, 0.652]], "spin_multiplicity": 3, "mol_weight_g_mol": 146.8, "total_charge": 2, "orbital_gap_ev": [6.736, 4.784], "e_homo_ev": [-19.1, -19.0]}

Name the most stable of them. 2.

--- 1 ---
{"formula": "C3H3NO2S2", "method": "the ωB97M-V functional and the def2-TZVPD basis", "symbols": ["O", "C", "N", "C", "O", "C", "S", "S", "H", "H", "H"], "coordinates": [[-1.337, 1.019, 2.236], [-1.283, -0.247, 1.876], [-0.844, -0.508, 0.669], [0.314, 0.238, 0.164], [0.975, 1.079, 0.907], [0.859, -0.026, -1.322], [0.562, -1.417, -2.120], [1.584, 1.487, -1.984], [-1.613, -1.169, 2.496], [-1.109, -1.258, 0.122], [1.893, 0.802, -3.044]], "mol_weight_g_mol": 149.2, "orbital_gap_ev": 8.037, "smiles": "O=CNC(=O)C(=S)S", "e_homo_ev": -9.7}

--- 2 ---
{"formula": "C3H3NO2S2", "method": "the ωB97M-V functional and the def2-TZVPD basis", "symbols": ["O", "C", "N", "C", "S", "C", "O", "S", "H", "H", "H"], "coordinates": [[2.967, -0.369, 0.100], [1.999, 0.234, 0.090], [1.078, 0.947, -0.163], [-0.223, 0.865, 0.183], [-0.594, 1.078, 1.980], [-0.855, -0.462, -0.299], [-1.179, -1.500, 0.205], [-1.016, -0.463, -2.111], [-0.779, 1.620, -0.366], [0.011, -0.063, 2.417], [-1.408, -1.887, -2.037]], "mol_weight_g_mol": 149.2, "orbital_gap_ev": 10.244, "smiles": "O=C=N[C@H](S)C(=O)S", "e_homo_ev": -9.9}

Name the most stable of them. 2.

--- 1 ---
{"formula": "C3H3NO2S2", "method": "the ωB97M-V functional and the def2-TZVPD basis", "symbols": ["S", "C", "C", "O", "N", "C", "S", "O", "H", "H", "H"], "coordinates": [[-2.037, -0.886, 1.070], [-0.569, -1.487, 1.143], [0.661, -0.550, 1.061], [1.627, -1.009, 0.195], [1.258, -0.406, -0.992], [0.558, 0.756, -0.672], [0.103, 1.890, -1.735], [0.276, 0.739, 0.631], [-0.239, -2.557, 1.349], [1.151, -0.462, 2.039], [2.091, -0.362, -1.612]], "mol_weight_g_mol": 149.2, "orbital_gap_ev": 8.215, "smiles": "S=C[C@H]1ONC(=S)O1", "e_homo_ev": -9.0}

--- 2 ---
{"formula": "C3H3NO2S2", "method": "the ωB97M-V functional and the def2-TZVPD basis", "symbols": ["O", "C", "C", "O", "C", "N", "S", "S", "H", "H", "H"], "coordinates": [[2.613, -1.149, -0.059], [1.512, -0.621, -0.007], [1.366, 0.869, 0.054], [0.015, 1.242, -0.199], [-0.866, 0.231, -0.113], [-2.078, 0.508, -0.002], [-3.400, -0.556, -0.048], [-0.077, -1.374, -0.103], [1.762, 1.344, 0.972], [1.944, 1.296, -0.737], [-2.791, -1.791, 0.242]], "mol_weight_g_mol": 149.2, "orbital_gap_ev": 9.277, "smiles": "O=C1CO/C(=N/S)S1", "e_homo_ev": -9.0}

Name the most stable of them. 2.

--- 1 ---
{"formula": "C3H6N2O3", "method": "the ωB97M-V functional and the def2-TZVPD basis", "symbols": ["O", "C", "N", "C", "O", "O", "C", "N", "H", "H", "H", "H", "H", "H"], "coordinates": [[-0.830, -1.150, 1.599], [-0.400, -0.741, 0.432], [-0.649, 0.599, 0.160], [-0.510, 1.014, -1.307], [0.125, 0.200, -1.958], [-1.121, 2.046, -1.511], [1.209, -1.059, 0.450], [1.783, -0.507, 1.666], [-1.444, 0.935, 0.704], [-0.786, -1.379, -0.385], [1.743, -0.708, -0.426], [1.131, -2.149, 0.456], [2.637, -0.966, 1.964], [1.087, -0.651, 2.394]], "mol_weight_g_mol": 118.1, "orbital_gap_ev": 5.564, "e_homo_ev": -10.2}

--- 2 ---
{"formula": "C3H6N2O3", "method": "the ωB97M-V functional and the def2-TZVPD basis", "symbols": ["C", "O", "C", "N", "N", "O", "C", "O", "H", "H", "H", "H", "H", "H"], "coordinates": [[-2.045, -0.265, -0.372], [-0.807, -0.147, -1.017], [0.253, 0.474, -0.331], [1.444, 0.474, -0.632], [1.714, -0.055, -1.889], [-0.049, 0.974, 0.921], [-0.030, 0.031, 1.879], [-0.093, -1.145, 1.639], [-2.067, 0.545, 0.519], [-2.136, -1.388, 0.010], [-2.839, 0.073, -1.303], [0.838, -0.658, -2.037], [2.484, -0.981, -1.792], [0.129, 0.580, 2.853]], "mol_weight_g_mol": 118.1, "orbital_gap_ev": 10.103, "smiles": "CO/C(=N\\N)OC=O", "e_homo_ev": -9.3}

Name the most stable of them. 2.